Computed, not measured: a structure of composition C50H54AsBrLuN7P2SSi in a non-equilibrium geometry, with ωB97M-V/def2-TZVPD.

Geometry as XYZ:
```
118
Properties=species:S:1:pos:R:3:forces:R:3
Lu 0.63587 0.17870 0.69472 1.15 0.03 -0.17
Br 2.18394 2.13302 3.76613 0.12 0.08 0.06
As 3.42910 2.05722 -2.82838 0.50 0.14 -0.33
S 1.89766 0.85523 -2.07974 -0.05 -0.10 -0.21
P -3.02674 -1.67454 1.73688 -0.10 -0.31 0.50
P -1.36583 2.01474 -0.72968 -0.55 0.56 -0.34
Si 2.98627 -2.82064 0.49079 0.62 -0.32 0.65
N 1.65299 -1.83869 0.00513 -0.37 0.73 0.25
N 0.59142 -0.95788 4.00773 0.90 -0.53 0.16
N -1.55478 0.90604 1.77977 0.44 0.09 0.01
N 1.13041 2.40701 0.66352 -0.11 0.31 0.02
N 2.06500 6.67201 -0.76717 -0.02 -0.06 0.04
N 3.14730 0.83844 1.52090 -0.12 0.03 0.07
N 2.03858 4.65449 0.64025 0.40 0.19 0.67
C -3.68410 0.49778 -1.17616 0.08 0.05 -0.02
C -5.83744 1.38368 -1.76083 0.01 -0.05 0.00
C -1.71956 3.08869 0.76198 0.35 -0.15 -0.09
C 0.15655 -0.38607 2.98582 -0.81 0.47 -0.13
C 2.01534 5.70667 -0.12601 -0.12 0.07 -0.38
C -0.58473 3.45763 -4.43118 -0.03 0.00 -0.04
C -4.56125 -3.55729 3.25106 -0.04 0.02 -0.01
C -0.90502 -1.65815 -2.64357 -0.17 0.25 -0.07
C -0.27387 -2.27156 -3.71174 -0.10 0.05 -0.02
C 4.68981 -2.45940 -0.33593 -0.32 0.12 -0.04
C -5.76251 -1.72127 2.27995 0.07 -0.02 -0.05
C -0.26441 -1.54673 -1.42133 0.39 -0.10 0.22
C -1.49063 2.54746 3.35063 -0.17 -0.07 0.49
C -4.55805 -2.38925 2.49055 0.04 0.08 -0.07
C 1.63150 -2.71552 -2.29937 0.04 0.08 -0.03
C 0.99444 -2.81033 -3.51913 0.05 -0.01 0.06
C -2.09564 -3.24866 1.57809 -0.03 0.16 -0.26
C 3.49055 1.69219 2.47954 -0.13 -0.16 -0.07
C -1.58086 2.20228 1.95725 -0.20 -0.55 -0.37
C 4.06738 0.56249 0.59074 0.04 -0.09 0.11
C -5.74837 -4.06374 3.75683 0.00 -0.02 0.02
C -0.93548 2.67202 -3.34900 -0.03 0.02 0.01
C -0.43665 -4.91451 2.08181 0.10 -0.12 -0.02
C -6.94719 -3.40699 3.51571 -0.01 0.04 0.05
C 2.71450 -4.67970 0.17572 -0.15 0.28 -0.09
C -0.50608 4.50947 -1.86743 -0.01 -0.11 0.08
C -2.36918 -0.90119 3.30337 0.04 0.59 -0.32
C 5.33651 1.11417 0.59886 0.00 -0.07 -0.02
C 1.03972 -2.04531 -1.20849 -0.23 -0.15 -0.03
C -0.98757 -5.77132 1.14373 0.06 0.01 0.01
C -0.91558 3.19503 -2.05349 0.23 -0.03 0.06
C -3.93138 2.84428 -1.60639 -0.06 -0.03 0.04
C 5.67960 1.98584 1.61862 -0.02 -0.01 0.00
C -0.13075 5.29395 -2.95202 0.02 0.11 -0.06
C -2.62687 -4.10621 0.60951 0.09 0.02 0.04
C -1.40107 1.37861 4.03118 -0.01 0.28 -0.15
C 4.08322 3.60227 -1.85024 -0.17 -0.11 0.05
C -0.17585 4.77283 -4.23448 -0.07 0.04 0.05
C -2.08431 -5.35917 0.39788 -0.07 -0.04 -0.04
C 1.53387 3.50446 0.58043 -0.24 -0.31 -0.18
C 2.95630 2.79427 -4.55516 -0.02 -0.03 0.14
C 5.02664 1.00899 -3.22964 -0.20 0.09 0.10
C -6.95046 -2.22514 2.79093 -0.06 0.03 0.02
C 3.24629 -2.51936 2.34210 -0.06 -0.10 -0.34
C 4.73696 2.28904 2.58417 0.00 -0.03 -0.01
C -0.97671 -3.65274 2.29504 -0.10 0.03 0.08
C -5.03661 0.30419 -1.42705 -0.05 -0.03 -0.02
C -3.12437 1.76690 -1.23758 0.11 -0.27 0.04
C -1.38399 0.27797 3.06378 0.12 -0.86 0.17
C -5.27834 2.65194 -1.86427 0.01 0.08 0.00
H 0.10236 5.39222 -5.07812 0.00 -0.02 -0.01
H -1.03543 3.93238 0.83368 -0.04 0.00 0.01
H 5.43215 0.58234 -2.31437 -0.05 0.01 0.00
H -3.06176 -0.34297 -0.90964 -0.01 -0.08 0.12
H -5.73971 -4.97759 4.33742 0.01 -0.01 0.00
H 4.58983 -2.00866 -1.32827 0.01 0.00 -0.03
H 5.25993 -3.38288 -0.45421 -0.07 -0.07 0.02
H -0.47293 4.94723 -0.87794 -0.01 0.02 -0.02
H -0.79534 -1.10325 -0.56819 -0.44 -0.33 -0.23
H 4.96307 3.99624 -2.35817 0.01 -0.08 -0.07
H -1.50130 3.54462 3.76259 0.03 0.04 -0.05
H -1.90775 -1.26183 -2.75862 0.02 0.02 -0.02
H -2.52121 -6.01988 -0.33999 0.02 0.01 -0.02
H 3.75341 -0.13984 -0.16864 0.02 0.10 -0.06
H 2.62536 -3.12982 -2.18068 0.01 0.00 -0.04
H 6.04287 0.85585 -0.17787 0.02 -0.05 0.04
H 4.31040 -2.50359 2.58803 0.03 0.01 0.01
H -3.63215 -4.08138 3.43644 0.00 -0.04 -0.02
H 3.44794 -5.09305 -0.51869 0.02 0.05 -0.03
H 0.42099 -5.22958 2.66179 0.05 0.02 -0.01
H 2.78441 -5.25575 1.09988 -0.01 0.06 0.07
H 1.50057 -3.30434 -4.33998 -0.02 -0.02 0.00
H 1.72672 -4.85111 -0.25109 -0.12 -0.08 0.01
H 2.79803 -1.57927 2.66381 0.01 0.00 0.06
H 5.29584 -1.78996 0.27685 -0.01 0.01 0.00
H 4.94356 2.96799 3.39696 0.00 0.01 0.01
H -0.55897 -6.75198 0.98136 0.01 0.00 0.02
H -1.94334 -1.66503 3.95606 0.03 0.11 0.12
H -0.62219 3.04688 -5.43252 0.01 -0.03 0.01
H -5.46131 -0.68928 -1.34861 0.01 0.00 -0.01
H -6.89561 1.24354 -1.94035 0.00 -0.01 -0.03
H -5.89918 3.49558 -2.13805 0.01 0.00 -0.01
H -2.73882 3.47292 0.69748 0.02 0.04 0.05
H -3.50487 3.83775 -1.68537 -0.01 0.01 -0.01
H -7.88043 -1.69852 2.61667 0.00 -0.01 -0.02
H 6.66982 2.41929 1.66356 -0.01 0.05 0.01
H -3.25968 -0.49697 3.79056 -0.03 -0.10 0.00
H 4.33828 3.33656 -0.82652 -0.03 -0.06 -0.01
H -5.76539 -0.80398 1.70077 -0.02 -0.01 -0.04
H -7.87471 -3.81214 3.89921 0.00 0.01 0.01
H 3.31177 4.37068 -1.83807 -0.03 -0.02 -0.04
H -0.51575 -3.01002 3.03259 -0.01 0.05 -0.02
H 2.18670 3.54668 -4.40188 -0.03 0.01 0.02
H 2.78485 -3.30991 2.93629 -0.07 0.01 0.02
H -3.49244 -3.78332 0.03911 0.02 -0.05 -0.04
H 3.82743 3.24691 -5.02813 0.04 -0.03 0.05
H 5.77755 1.63692 -3.70844 -0.02 0.04 0.01
H 2.55511 1.99907 -5.18081 0.02 -0.03 0.04
H 4.74260 0.19775 -3.89801 -0.06 0.02 0.02
H -1.32100 1.25527 5.10155 0.04 0.00 0.02
H -1.23142 1.63938 -3.50101 0.01 0.00 -0.04
H 0.05844 -0.98786 4.87903 -0.39 0.21 -0.16
H 0.19749 6.31077 -2.77959 0.02 -0.02 0.01
H -0.76025 -2.33167 -4.67551 -0.03 -0.05 0.01
```
Forces are in eV/Å.

LUMO energy in eV: 0.3
Gap between HOMO and LUMO in eV: 7.457
2S+1: 1
Total energy in Eh: -9736.8067



Computed, not measured: a structure of composition C50H54ClFMoN3P2Si2 in a non-equilibrium geometry, with ωB97M-V/def2-TZVPD.

Geometry as XYZ:
```
114
Properties=species:S:1:pos:R:3:forces:R:3
Mo -0.98933 -0.93048 -0.17795 0.08 0.87 -6.01
Cl -2.40244 0.85780 -0.55521 -1.19 1.10 -0.11
P 0.71208 -0.60423 1.67115 -1.13 1.82 -3.43
P 1.33275 1.58486 -0.76115 -2.08 0.40 0.43
Si -0.56710 4.20042 -0.84964 0.28 -0.30 -0.16
Si -2.14183 -0.65918 3.09878 0.58 0.77 -1.43
F -4.18956 2.67143 -5.66740 -0.33 0.21 -0.54
N -0.91804 -0.90083 1.73209 -0.14 -0.45 5.39
N 0.32195 2.75274 -1.00426 -0.33 0.44 0.55
N -2.89526 -2.02778 -0.81425 -0.21 0.95 0.61
C -1.72467 -0.00424 -3.67149 -0.88 0.00 -0.41
C 0.76021 0.05242 0.00464 0.93 0.15 1.18
C -2.02844 2.10947 -4.88955 -0.05 -0.56 0.37
C -4.64375 -3.46015 0.06181 -0.18 0.28 -0.27
C 1.52131 -4.05400 -1.90031 0.11 0.54 1.33
C 3.10179 2.41144 -4.35319 -0.50 -0.56 1.07
C 0.56878 1.89356 2.76797 0.32 -0.71 0.03
C -3.85954 0.52411 -4.70379 0.00 1.64 -0.61
C -1.47835 -1.00609 4.87770 0.10 0.31 -0.41
C 0.99704 2.91857 3.63142 -0.44 -0.67 -0.45
C 1.16560 0.59337 2.83014 1.47 2.32 2.96
C 2.99545 -4.43152 2.64879 0.24 -1.05 0.90
C -3.28937 -3.19447 -0.12338 0.98 -1.37 -0.33
C -0.19735 -2.82211 -0.69474 0.41 -0.41 1.28
C -2.80776 -5.46298 0.45413 0.81 0.17 -0.06
C -5.08663 -4.72908 0.35029 -0.41 -0.23 0.63
C 0.85605 -5.25123 -1.69962 -0.64 -0.24 0.28
C -3.06566 -0.36624 -4.04702 1.50 -0.32 0.55
C 3.94203 1.45865 0.24509 0.12 0.04 0.25
C -1.27790 1.24498 -4.09609 -0.51 0.53 -0.80
C 2.38165 2.50897 -3.15185 0.11 -0.56 -0.21
C -0.80142 -0.80902 -2.94180 -0.18 -1.70 1.68
C -2.83232 1.13173 2.86407 0.42 -0.25 1.41
C -1.05101 4.64442 0.94620 0.31 -0.20 -0.22
C 2.79911 3.53189 0.62089 -0.55 0.24 -0.25
C 2.49679 1.38828 4.72892 0.14 -0.14 -0.12
C 2.77288 2.22554 0.08998 1.52 0.57 1.64
C 1.63183 -2.07364 1.93327 2.14 -2.21 0.59
C 0.40573 5.74129 -1.53786 -0.81 -0.43 0.19
C 2.14469 1.37189 -2.34108 0.75 -0.62 -1.54
C -2.17626 4.30890 -1.84202 -0.05 -0.03 0.29
C -3.34680 1.77013 -5.11021 0.03 -0.80 0.54
C 3.41586 0.06750 -3.95096 -0.17 -0.45 0.42
C -0.90075 -4.02745 -0.51253 -0.29 -0.25 0.31
C 2.18880 0.38539 3.81934 -1.64 0.86 -0.90
C -0.32502 -5.21291 -0.93568 0.30 -1.39 -0.31
C 5.09926 3.30431 1.25955 0.14 -0.05 0.46
C 5.09255 1.97107 0.85368 -0.49 0.23 -0.58
C 0.94950 -3.17771 2.46812 0.24 0.13 0.56
C 3.94884 4.07751 1.20368 -0.43 -0.39 -0.58
C 1.90094 2.63619 4.65048 -0.31 0.29 -0.35
C 3.62382 1.17640 -4.74306 -0.14 0.40 0.14
C -3.64619 -1.75145 2.79563 0.82 0.14 -0.66
C 2.65731 0.14930 -2.78153 0.34 0.28 -0.03
C -4.15460 -5.75516 0.53504 -0.47 0.43 0.44
C -2.27282 -4.17489 0.11172 -1.99 -0.33 -1.36
C 3.70406 -3.40615 2.06810 0.52 1.07 -0.33
C 3.06466 -2.23434 1.69352 -2.57 -0.15 0.23
C 1.63519 -4.33987 2.85637 -0.22 0.90 -0.62
C 1.12934 -2.93883 -1.14104 -0.72 -0.38 -1.42
H -4.25700 -1.40700 1.96281 0.20 0.10 -0.21
H 1.32651 5.96979 -1.01937 0.32 0.07 0.20
H -3.87032 1.14801 3.23704 0.21 -0.02 -0.14
H -2.11627 -1.73115 5.37211 -0.28 -0.22 -0.02
H -3.52049 -1.22755 -0.73326 -0.26 -0.20 0.13
H 3.92326 5.11364 1.54790 0.14 -0.34 -0.05
H 1.06578 -5.11785 3.32061 -0.06 -0.46 0.15
H 5.99086 1.35789 0.93037 -0.22 0.17 0.01
H -0.27841 1.54222 -3.86600 0.58 0.03 0.15
H -2.00363 4.06311 -2.88427 0.05 -0.24 -0.21
H -0.87967 -1.89957 -3.15521 0.30 0.67 0.10
H 1.90296 4.18171 0.54076 0.59 -0.71 0.00
H -4.27911 -1.68380 3.64202 -0.67 0.07 1.16
H -2.14746 -6.32619 0.55526 -0.04 0.44 0.20
H -1.61042 5.57069 0.96431 -0.37 0.28 -0.11
H 3.97820 0.43591 -0.12623 -0.15 0.12 -0.03
H -4.88949 0.31099 -4.91214 -0.39 -0.12 -0.16
H -2.96671 3.63972 -1.46180 0.30 0.25 -0.15
H -0.24742 2.05686 2.04402 0.64 0.08 0.20
H -3.46444 -1.36558 -3.86591 0.18 0.13 0.21
H -3.41046 -2.79435 2.63446 0.10 -0.32 -0.05
H -2.28057 1.89166 3.46794 -0.25 -0.50 -0.45
H 3.56325 -5.29595 3.02060 -0.42 0.24 -0.28
H -0.24075 6.63485 -1.53134 0.15 -0.24 0.20
H -1.62763 3.88028 1.46837 -0.17 -0.12 -0.19
H 3.24386 1.18928 5.48209 0.03 -0.01 0.18
H -2.78121 -2.16299 -1.80546 0.35 -0.28 -0.43
H 1.97100 3.46595 -2.85144 0.00 -0.08 0.08
H 3.55502 -1.47159 1.13064 0.48 0.53 0.02
H -0.18500 4.83579 1.56788 0.48 0.01 0.13
H -2.53865 5.35116 -1.84528 0.04 -0.27 0.23
H 1.79748 -2.10044 -1.00964 -0.11 0.15 -0.39
H 1.29399 -6.19107 -2.05782 -0.49 0.37 -0.05
H -2.83073 1.42931 1.81918 0.05 -0.11 -0.06
H -1.52008 -0.09963 5.49729 0.08 -0.07 -0.26
H 6.00480 3.73778 1.65678 0.15 0.01 0.12
H 0.62130 3.93574 3.49943 -0.12 -0.42 0.15
H 4.79204 -3.48537 1.96656 -0.45 -0.02 -0.18
H -5.37332 -2.67025 -0.14580 0.31 -0.19 0.06
H -4.50861 -6.76050 0.78757 0.31 0.34 -0.17
H -1.53984 2.96732 -5.33668 -0.37 0.25 0.20
H -0.12528 -3.11885 2.68232 0.46 0.09 -0.30
H 0.63911 5.57169 -2.58565 0.14 -0.15 -0.23
H 3.84170 -0.90173 -4.20560 -0.11 0.20 -0.18
H 4.18212 1.07705 -5.65615 0.18 0.06 -0.26
H 2.08965 3.42068 5.37511 0.34 -0.13 -0.03
H 0.20663 -0.40487 -2.94067 -0.02 -0.42 -0.19
H -6.16332 -4.89768 0.47621 0.48 -0.08 -0.16
H -0.88227 -6.12965 -0.67713 0.83 0.38 -0.61
H 2.36902 -3.95367 -2.55058 0.57 -0.28 0.02
H 2.50023 -0.76439 -2.21699 -0.11 0.24 0.05
H 2.66305 -0.56509 3.90685 0.30 -0.54 -0.06
H -0.46171 -1.40885 4.95405 -0.07 0.18 -0.26
H 3.23073 3.29799 -4.94404 0.12 0.20 -0.27
```
Forces are in eV/Å.

Charge: -1
LUMO energy (spin up / spin down) in eV: 2.3 / 2.3
Gap between HOMO and LUMO (spin up / spin down) in eV: 5.355 / 5.368
2S+1: 3
Total energy in Eh: -3992.0188